No. 1
Below is a cluster of 2 separate species, C30H47N6O11PS2 in total, with properties calculated with ωB97M-V/def2-TZVPD.

Geometry (Å):
C (1.00741, -4.10457, 3.86587)
C (1.31422, -3.52565, 2.43768)
C (2.78917, -3.06624, 2.38508)
C (3.22901, -2.30721, 1.08418)
O (2.66455, -1.06741, 0.74492)
C (1.42089, -0.74057, 0.25955)
C (0.63515, -1.65852, -0.71759)
C (1.01041, -3.14574, -0.95033)
C (2.02885, -3.41028, -2.07348)
O (1.70603, -4.04683, -3.04830)
O (3.29767, -2.94537, -1.99244)
C (1.70955, 0.60671, -0.58158)
N (2.71232, 0.33818, -1.58941)
C (4.06006, 0.83984, -1.29285)
C (2.47425, 0.48646, -2.99353)
C (2.07072, -0.64311, -3.97059)
O (2.72077, 1.53170, -3.54269)
C (0.45158, 1.46602, -0.89875)
O (-0.60931, 0.91044, -1.62011)
C (-0.65290, 1.01566, -3.03938)
C (-2.09083, 1.44172, -3.47455)
C (-2.21673, 2.94902, -3.79875)
C (0.96562, 2.87915, -1.39781)
O (2.10873, 3.24616, -1.08593)
O (0.18805, 3.61434, -2.02765)
N (-0.18931, 1.77039, 0.44765)
C (-1.03754, 2.93836, 0.58834)
C (-0.56668, 4.35667, 0.92255)
C (-1.54470, 5.33370, 0.64891)
C (-1.35642, 6.66756, 0.91130)
C (-0.14604, 7.13380, 1.43297)
C (0.83441, 6.20118, 1.71197)
C (0.61987, 4.83769, 1.47152)
C (1.74955, 3.89470, 1.85920)
C (-0.52288, 0.56994, 0.95709)
N (-1.70317, -0.02669, 1.03747)
S (-3.13269, 0.66549, 0.37030)
N (-1.85160, -1.32271, 1.64578)
C (-2.16956, -1.11567, 2.84443)
O (-2.34944, -0.94397, 3.98425)
N (0.55311, -0.26245, 1.43361)
P (1.27207, 0.43127, 2.80382)
O (2.73090, 1.06725, 2.68072)
O (0.33019, 1.70380, 3.23821)
S (1.23147, -0.65925, 4.42538)
H (1.91342, -4.18636, 4.48227)
H (0.33183, -3.41385, 4.39876)
H (0.47505, -5.06671, 3.81615)
H (0.58565, -2.75466, 2.15632)
H (1.23183, -4.40502, 1.77246)
H (3.14603, -2.53110, 3.27632)
H (3.39488, -3.99494, 2.35147)
H (3.29288, -3.09374, 0.31481)
H (4.30342, -2.11347, 1.27759)
H (-0.44835, -1.67397, -0.50806)
H (0.66590, -1.20590, -1.72018)
H (1.36245, -3.71705, -0.08495)
H (0.10891, -3.66891, -1.30326)
H (3.69726, -3.13798, -2.85457)
H (2.24700, 1.19000, 0.18881)
H (4.21215, 1.90864, -1.49385)
H (4.37164, 0.58706, -0.26838)
H (4.75854, 0.28849, -1.95222)
H (1.91298, -0.22651, -4.97541)
H (2.88678, -1.37470, -4.09323)
H (1.14544, -1.17230, -3.70558)
H (-0.53979, -0.00668, -3.45901)
H (0.10067, 1.63159, -3.54382)
H (-2.28321, 0.89814, -4.41853)
H (-2.81459, 1.15093, -2.69965)
H (-3.11204, 3.19984, -4.39184)
H (-1.30791, 3.35711, -4.26085)
H (-2.32996, 3.50434, -2.84997)
H (-1.68642, 3.03659, -0.30217)
H (-1.76733, 2.72394, 1.39912)
H (-2.51887, 5.03690, 0.24114)
H (-2.17312, 7.36215, 0.70308)
H (-0.03394, 8.20415, 1.60488)
H (1.76541, 6.57984, 2.13766)
H (2.70500, 4.39648, 1.63407)
H (1.70903, 2.96386, 1.29438)
H (1.72922, 3.66759, 2.93659)
H (-3.25349, 0.00864, -0.82393)
H (3.42815, 0.41309, 2.82121)
H (-0.44890, 1.35169, 3.69137)
C (-5.98947, -4.52698, -1.05633)
C (-5.34178, -3.27525, -0.52147)
O (-5.51918, -2.18206, -1.03600)
N (-4.53738, -3.39199, 0.56960)
C (-4.20192, -4.58873, 1.31828)
H (-6.59481, -4.27043, -1.92115)
H (-5.22913, -5.24530, -1.36638)
H (-6.63717, -4.97243, -0.29987)
H (-4.14004, -2.51470, 0.86855)
H (-4.51660, -4.45700, 2.35544)
H (-3.11886, -4.72758, 1.29555)
H (-4.68401, -5.46965, 0.90777)

Results
- HOMO-LUMO gap: 6.464 eV
- LUMO energy: -1.459 eV
- Net charge: 0

---

No. 2
Below is a structure of composition C30H48AsCdN2O4PS5SeSi2, with properties calculated with ωB97M-V/def2-TZVPD.

Geometry (Å):
Cd (0.04390, -2.09549, -0.28089)
O (-1.68306, 2.31216, -0.28861)
C (-0.97965, 1.22863, -0.54442)
O (-0.51314, 0.46869, 0.26599)
C (-0.76025, 0.99628, -2.01786)
C (-1.30339, 1.82864, -2.98683)
C (-1.09503, 1.50602, -4.31417)
C (-0.37286, 0.36430, -4.62398)
C (0.14082, -0.40006, -3.58354)
N (-0.02931, -0.07209, -2.31151)
C (0.93203, -1.67246, -3.78378)
O (0.94491, -2.18934, -5.03436)
O (1.53308, -2.20911, -2.90435)
H (-1.64662, 2.50952, 0.71837)
H (-1.87907, 2.69141, -2.68464)
H (-1.49715, 2.12792, -5.10339)
H (-0.20502, 0.11113, -5.66384)
H (0.29922, -1.73677, -5.58775)
S (1.33309, -6.84987, 5.05826)
C (1.25604, -5.76344, 3.79269)
S (1.15855, -6.21824, 2.14423)
C (1.14669, -4.62593, 1.41585)
C (1.19341, -3.59681, 2.29836)
S (1.19292, -1.88592, 1.94831)
S (1.25571, -4.06241, 3.98313)
S (1.06329, -4.54663, -0.31912)
C (4.31004, 3.15028, 2.27698)
C (3.38415, 1.93721, 2.18484)
C (3.97320, 0.73856, 2.93483)
P (2.75024, 1.34533, 0.53609)
C (4.20601, 0.51520, -0.29783)
C (5.63037, 1.07263, -0.22710)
C (3.79868, 0.18804, -1.73746)
C (2.43780, 2.88878, -0.48958)
C (1.44150, 3.87070, 0.13066)
C (3.63004, 3.69339, -1.02803)
H (4.59159, 3.31234, 3.32339)
H (3.82336, 4.06147, 1.92831)
H (5.23089, 3.01484, 1.70663)
H (2.44785, 2.20254, 2.68946)
H (4.93384, 0.43481, 2.51119)
H (3.30227, -0.12167, 2.90434)
H (4.14484, 1.00334, 3.98216)
H (4.22030, -0.44086, 0.23908)
H (5.72587, 2.06680, -0.65885)
H (6.30735, 0.40881, -0.77687)
H (5.99032, 1.12256, 0.80057)
H (3.76760, 1.08542, -2.36224)
H (2.81448, -0.28174, -1.76952)
H (4.51288, -0.50660, -2.18840)
H (1.94572, 2.46122, -1.37473)
H (1.90522, 4.48188, 0.91025)
H (0.52027, 3.46229, 0.55448)
H (1.12580, 4.56131, -0.66094)
H (4.26862, 4.06620, -0.22774)
H (3.25831, 4.56307, -1.58213)
H (4.24736, 3.11520, -1.71318)
C (-1.46370, -4.54079, -3.25330)
Si (-2.72011, -4.25737, -1.87529)
C (-2.57100, -5.65749, -0.62853)
C (-4.43082, -4.41369, -2.68061)
As (-2.45115, -2.08220, -1.10631)
Si (-3.43745, -2.28822, 0.99888)
C (-2.44114, -3.31385, 2.22032)
C (-5.16070, -3.05763, 0.82140)
C (-3.66770, -0.55712, 1.68418)
H (-1.62007, -5.51096, -3.73610)
H (-0.44511, -4.51402, -2.86037)
H (-1.56107, -3.76229, -4.01715)
H (-2.84063, -6.60679, -1.10480)
H (-3.22486, -5.51199, 0.23352)
H (-1.54109, -5.72648, -0.27094)
H (-4.49167, -5.32124, -3.29139)
H (-4.63414, -3.55035, -3.31869)
H (-5.21812, -4.45970, -1.92333)
H (-1.93133, -4.14778, 1.73229)
H (-3.08054, -3.71870, 3.01179)
H (-1.67034, -2.69182, 2.68350)
H (-5.11522, -4.13505, 0.64490)
H (-5.70096, -2.60143, -0.01193)
H (-5.73755, -2.88935, 1.73678)
H (-2.70745, -0.08661, 1.90425)
H (-4.23449, -0.58420, 2.62059)
H (-4.20583, 0.07891, 0.97727)
Se (-1.53205, 2.97316, 2.54247)
C (-2.15872, 4.74521, 2.46650)
C (-2.15948, 5.50508, 1.28575)
C (-2.62299, 6.80788, 1.29103)
N (-3.09176, 7.44647, 2.36735)
C (-3.09001, 6.72630, 3.49414)
C (-2.65095, 5.41963, 3.59483)
H (-1.79261, 5.07228, 0.36305)
H (-2.61622, 7.37942, 0.36574)
H (-3.46928, 7.23166, 4.37908)
H (-2.68755, 4.90765, 4.54832)

Results
- Relative energy (zero: lowest compared OMol25 entry of this formula, charge and spin): 44.0 kcal/mol
- HOMO-LUMO gap: 5.179 eV
- LUMO energy: 3.403 eV
- Net charge: -2